ORCA calculation (ωB97M-V/def2-TZVPD) on a molecular structure, C18H40OP2SiZr in a non-equilibrium geometry.

Structure (XYZ):
```
63
Properties=species:S:1:pos:R:3:lowdin_charge:R:1
Zr 1.506 1.896 0.119 1.516
P 1.078 1.229 -2.308 0.794
P -0.575 -2.214 -2.244 0.847
Si 0.796 1.469 3.621 0.353
O 1.357 1.704 2.066 -0.479
C 1.112 -0.264 -3.352 -0.343
C -2.317 -1.208 1.513 -0.087
C -0.201 -2.547 0.820 -0.197
C 1.038 -0.361 4.077 -0.157
C 0.001 3.483 0.185 -0.226
C -0.224 -0.999 -3.543 -0.365
C 2.869 1.676 -2.369 -0.232
C -2.323 -2.704 -2.527 -0.222
C 0.208 -3.812 -2.673 -0.235
C 1.647 2.543 4.880 -0.157
C -1.621 -0.181 -0.597 -0.219
C -1.035 1.710 3.733 -0.152
C 0.011 2.411 -3.162 -0.191
C 0.980 -0.684 -0.126 -0.232
C -0.182 0.068 -0.388 -0.283
C -2.297 0.088 0.745 -0.157
C 1.043 -1.631 0.998 -0.157
C -1.330 -2.103 1.669 -0.102
H 0.924 -0.529 5.161 0.061
H -1.011 1.994 -3.154 0.068
H 1.014 -1.122 1.981 0.066
H 0.380 4.210 0.919 0.035
H -1.796 0.924 1.282 0.088
H 0.376 2.515 -4.197 0.080
H 1.312 2.348 5.915 0.059
H -1.104 -0.341 -3.654 0.087
H 0.150 -4.478 -1.793 0.060
H -2.351 -3.634 -3.103 0.052
H -1.412 -2.723 2.579 0.126
H -0.992 3.206 0.565 0.026
H 2.986 1.924 -3.427 0.082
H -2.001 -1.145 -1.008 0.055
H -0.257 1.188 0.075 0.041
H -1.341 2.686 3.349 0.041
H -3.266 -1.408 2.040 0.125
H -0.128 -1.615 -4.440 0.098
H 1.261 -3.648 -2.950 0.048
H -3.332 0.441 0.595 0.137
H 3.491 0.798 -2.127 0.079
H -1.621 0.936 3.234 0.011
H -2.826 -2.886 -1.570 0.058
H 1.898 -0.926 -2.938 0.100
H 3.191 2.551 -1.766 0.054
H 1.462 0.101 -4.336 0.113
H 1.971 -0.374 -0.521 0.078
H 1.969 -2.227 0.957 0.135
H 0.018 3.378 -2.634 0.041
H -1.293 1.674 4.801 0.062
H 0.269 -0.989 3.601 0.013
H -2.877 -1.928 -3.061 0.059
H -0.362 -4.259 -3.506 0.050
H 0.097 -3.589 1.066 0.135
H -0.138 4.039 -0.739 -0.003
H -0.497 -2.552 -0.278 0.005
H 2.050 -0.667 3.772 0.044
H 2.734 2.394 4.852 0.041
H -1.915 0.569 -1.345 0.133
H 1.426 3.597 4.670 0.040
```

lowest unoccupied orbital energy (alpha / beta)	-7.84 / -7.86	eV
DFT total energy	-1803.5958	a.u.
HOMO energy (alpha / beta)	-13.08 / -13.07	eV
relative energy (zero: lowest compared OMol25 entry of this formula, charge and spin)	101.00	kcal per mole
net charge	+2
F_max	3.88	eV Å⁻¹

ORCA calculation (ωB97M-V/def2-TZVPD) on 8 unconnected molecules or ions with the total composition C20H56Cl6O24P6 in a non-equilibrium geometry.

Structure (XYZ):
```
112
Properties=species:S:1:pos:R:3:lowdin_charge:R:1
Cl 0.760 -0.913 1.800 0.655
Cl -3.538 -0.549 -1.009 0.575
Cl -5.499 1.505 -0.684 0.580
Cl -6.110 -1.219 0.169 0.596
Cl 0.836 -1.597 -1.054 0.601
Cl 0.093 1.067 -0.216 0.642
P -0.043 -0.421 -5.867 0.375
P -1.749 4.261 -3.283 0.368
P 3.841 0.930 2.771 0.369
P -3.071 3.966 3.058 0.374
P -3.023 -2.939 2.287 0.392
P 5.600 -4.670 0.118 0.383
O -1.173 -0.020 -6.726 -0.228
O -0.179 4.066 -3.022 -0.200
O 4.462 1.978 3.811 -0.214
O -4.331 4.900 2.695 -0.224
O -4.260 -3.463 1.398 -0.248
O 3.085 -0.087 3.760 -0.242
O 4.986 -4.815 -1.365 -0.238
O -2.099 5.661 -3.564 -0.229
O 1.331 0.300 -6.188 -0.190
O -0.286 -0.102 -4.316 -0.260
O 5.232 -3.174 0.512 -0.193
O 0.337 -1.970 -5.928 -0.220
O 5.195 -5.744 1.032 -0.228
O -3.256 3.765 4.628 -0.216
O -2.457 3.617 -2.014 -0.215
O 7.196 -4.581 -0.111 -0.221
O -2.499 -1.627 1.889 -0.263
O -1.934 -4.106 2.184 -0.223
O -3.479 2.563 2.413 -0.219
O 2.659 1.746 2.086 -0.263
O -3.569 -3.080 3.760 -0.195
O -2.134 3.229 -4.419 -0.222
O 4.799 0.266 1.893 -0.214
O -1.811 4.511 2.561 -0.214
C -3.163 -2.201 4.801 -0.082
C -3.183 4.872 5.515 -0.097
C 2.097 0.408 4.655 -0.127
C 5.708 2.618 3.540 -0.098
C 2.940 2.867 1.252 -0.089
C -1.276 -4.369 0.938 -0.080
C -5.676 4.420 2.792 -0.088
C -1.776 3.431 -5.786 -0.070
C 0.395 2.779 -3.134 -0.133
C -4.898 0.021 0.001 -1.547
C -4.754 -4.755 1.709 -0.111
C 2.395 0.216 -5.223 -0.081
C 5.329 -5.977 -2.127 -0.097
C 7.703 -3.574 -1.011 -0.089
C -2.425 1.605 2.261 -0.118
C -0.607 -3.040 -6.040 -0.085
C -2.231 4.107 -0.701 -0.102
C -1.369 -0.780 -3.649 -0.112
C 3.893 -2.885 0.879 -0.122
C 0.073 -0.647 0.216 -1.503
H 1.733 1.395 4.379 0.087
H -5.192 -4.797 2.711 0.089
H -0.768 3.857 -5.810 0.091
H -6.194 5.049 3.514 0.089
H -2.310 4.705 6.150 0.092
H -2.572 0.705 2.857 0.074
H -2.918 -2.803 5.676 0.092
H -0.951 -1.717 -3.273 0.059
H 2.472 1.173 -4.709 0.076
H 6.290 2.115 2.766 0.083
H -1.436 1.972 2.542 0.083
H 5.908 -6.720 -1.583 0.090
H -1.631 -2.693 -5.920 0.081
H 8.430 -4.111 -1.618 0.090
H 2.186 2.933 0.474 0.053
H -1.315 -5.436 0.729 0.093
H -5.546 -5.013 1.008 0.093
H -2.365 1.338 1.207 0.043
H -0.961 -0.979 0.228 -0.048
H 8.135 -2.752 -0.443 0.090
H -2.277 -1.618 4.543 0.081
H -3.200 5.843 5.022 0.093
H 6.910 -3.153 -1.631 0.082
H -0.448 -3.490 -7.019 0.093
H -4.031 4.859 6.207 0.089
H 2.186 -0.536 -4.460 0.081
H 3.333 -0.058 -5.698 0.093
H -1.717 3.415 -0.034 0.049
H 2.840 3.774 1.851 0.097
H -4.427 0.278 0.943 -0.015
H 3.238 -3.761 0.896 0.085
H 5.500 3.636 3.201 0.087
H 5.919 -5.653 -2.989 0.086
H 0.973 2.656 -4.050 0.079
H -1.693 -3.725 0.162 0.084
H 3.787 -2.342 1.814 0.072
H -6.147 4.559 1.819 0.089
H 3.408 -2.261 0.124 0.050
H 2.457 0.390 5.687 0.092
H -1.809 2.491 -6.326 0.074
H -4.022 -5.567 1.696 0.089
H 6.312 2.627 4.445 0.088
H 4.393 -6.353 -2.536 0.088
H -0.389 -3.772 -5.262 0.088
H -0.218 -4.121 1.051 0.079
H -2.418 4.180 -6.248 0.091
H -1.641 5.027 -0.687 0.098
H -3.945 -1.495 5.076 0.094
H -2.142 -0.991 -4.388 0.088
H 0.989 2.531 -2.260 0.045
H 1.263 -0.300 4.678 0.070
H -3.200 4.361 -0.272 0.087
H -1.707 -0.192 -2.803 0.022
H 3.922 2.820 0.782 0.094
H -5.730 3.365 3.055 0.083
H -0.351 1.985 -3.218 0.057
```

lowest unoccupied orbital energy	0.18	eV
DFT total energy	-7411.2198	a.u.
HOMO energy	-10.05	eV
relative energy (zero: lowest compared OMol25 entry of this formula, charge and spin)	22.79	kcal per mole
net charge	0
F_max	1.82	eV Å⁻¹
SMILES string	COP(=O)(OC)OC.COP(=O)(OC)OC.COP(=O)(OC)OC.COP(=O)(OC)OC.COP(=O)(OC)OC.COP(=O)(OC)OC.ClC(Cl)Cl.ClC(Cl)Cl

ORCA calculation (ωB97M-V/def2-TZVPD) on 3 unconnected molecules or ions with the total composition C4H16N2O4 in a non-equilibrium geometry.

Structure (XYZ):
```
26
Properties=species:S:1:pos:R:3:lowdin_charge:R:1
O 3.358 1.508 -0.988 -0.050
O -1.970 1.033 -0.203 -0.069
O 0.866 2.375 0.019 -0.054
O -0.343 -1.401 2.881 -0.043
N -1.429 -0.564 -1.990 -0.057
N 0.870 -0.973 0.863 -0.049
C -0.119 -1.438 -0.082 -0.196
C -0.061 -0.698 -1.449 -0.174
C -2.451 0.101 -1.196 -0.250
C 0.492 -0.508 2.159 -0.296
H -1.343 0.610 0.383 0.026
H 0.096 1.973 -0.399 -0.001
H 1.423 -0.285 2.631 0.117
H 3.806 0.663 -0.927 0.034
H 2.482 1.432 -1.373 0.009
H 0.386 0.285 -1.334 0.076
H 1.780 -1.378 0.741 0.116
H -1.379 -0.133 -2.896 0.097
H -1.121 -1.276 0.302 0.099
H -0.142 0.378 2.134 0.117
H 0.392 -1.376 -2.165 0.113
H 1.406 1.607 0.243 0.000
H 0.124 -2.236 2.994 0.086
H -0.082 -2.503 -0.220 0.115
H -3.071 0.744 -1.810 0.123
H -3.012 -0.650 -0.641 0.111
```

lowest unoccupied orbital energy	0.39	eV
DFT total energy	-572.4214	a.u.
HOMO energy	-9.44	eV
relative energy (zero: lowest compared OMol25 entry of this formula, charge and spin)	48.45	kcal per mole
net charge	0
F_max	2.00	eV Å⁻¹
SMILES string	OCNCCNCO.O.O